(1)
The molecule C3H4N2O2. Source: OMol25; level of theory: ωB97M-V/def2-TZVPD.

Geometry as XYZ:
```
11
Properties=species:S:1:pos:R:3:forces:R:3:nbo_charge:R:1
C -1.6124 -0.4262 0.0307 -0.534 0.956 0.260 -0.372
N -0.2382 -0.0040 -0.1388 -0.150 1.022 -0.022 -0.282
N 0.7642 -0.7863 -0.7128 0.564 -0.005 -0.326 -0.473
C 1.9572 -0.4313 -0.1923 -0.100 0.060 -0.008 0.444
O 2.1667 0.3826 0.7174 -0.321 -0.061 -0.494 -0.688
C -0.1280 1.2143 0.2302 2.613 0.010 0.346 0.934
O 0.0767 2.2779 0.6221 -0.901 -0.541 -0.379 -0.355
H -2.2276 -0.3774 -0.8659 0.458 -0.346 -0.429 0.217
H -1.6270 -1.4493 0.4644 -0.264 1.084 0.302 0.247
H -1.9159 0.5303 0.5676 -1.232 -2.003 0.515 0.197
H 2.7843 -0.9304 -0.7226 -0.133 -0.176 0.235 0.131
```
Positions in Å, forces in eV/Å.

Results
- Energy relative to the best compared isomer or geometry (same formula, charge and spin): 4.6889 eV
- HOMO-LUMO gap: 0.320 hartree
- Total energy: -376.59148 Ha



(2)
C4H7GaO2 as an isolated structure. Source: OMol25; level of theory: ωB97M-V/def2-TZVPD.

Geometry as XYZ:
```
14
Properties=species:S:1:pos:R:3:forces:R:3:mulliken_charge:R:1
C -0.9027 0.1969 -0.1720 -1.292 0.996 -0.525 -0.053
C 0.2317 -0.4489 0.1645 3.169 -0.326 0.368 0.005
C 1.4947 0.1478 -0.1674 -6.860 1.514 -0.460 0.145
O 2.5546 -0.4965 -0.1906 -4.857 -3.843 0.462 -0.040
Ga 4.0849 -0.2195 -0.2642 9.444 2.888 0.422 0.876
H -0.8450 1.2105 -0.5844 -0.117 -0.141 0.142 0.317
H 0.2284 -1.4372 0.6291 -0.011 0.133 -0.273 0.343
H 1.4845 1.1839 -0.5512 0.112 -0.313 0.245 0.363
H 5.1515 0.8497 0.1939 0.014 -0.985 -0.515 0.010
O -3.2454 0.5771 0.2619 0.591 -0.120 -0.385 -0.456
C -2.2748 -0.3851 -0.0683 -0.223 0.131 0.471 -0.547
H -2.2810 -1.2367 0.6300 0.052 0.047 -0.181 0.374
H -3.1423 0.8359 1.1827 -0.159 0.039 0.184 0.328
H -2.5390 -0.7780 -1.0639 0.136 -0.018 0.047 0.337
```
Positions in Å, forces in eV/Å.

Results
- Energy relative to the best compared isomer or geometry (same formula, charge and spin): 0.0024 eV
- HOMO-LUMO gap: 0.233 hartree
- Total charge: +2
- Total energy: -2231.03461 Ha



(3)
A 6-piece molecular cluster, C14H35F6N2O7 overall. Source: OMol25; level of theory: ωB97M-V/def2-TZVPD.

Geometry as XYZ:
```
64
Properties=species:S:1:pos:R:3:forces:R:3:nbo_charge:R:1
N -0.1259 -0.7009 0.6697 0.613 -0.399 -0.056 -0.922
H 0.8656 -0.6458 0.4851 2.111 -0.583 -0.658 0.467
H -0.4150 -1.6653 0.5894 -0.733 -1.295 -0.176 0.471
H -0.5380 -0.1183 -0.0451 -0.847 0.455 0.279 0.437
H -0.1946 -0.3301 1.6066 -0.895 0.115 -0.452 0.420
C 3.3202 0.0943 -0.3031 -3.374 -2.930 2.301 0.278
O 2.6536 1.1160 0.4805 0.683 1.293 -1.242 -0.574
O 2.5665 -1.0747 0.0491 2.150 2.840 -1.754 -0.908
C 3.2686 0.4066 -1.8522 -0.741 -1.770 -0.352 0.926
F 3.8430 1.5407 -2.2529 0.110 1.044 0.247 -0.343
F 3.9089 -0.5455 -2.5803 -0.081 -0.043 0.602 -0.339
F 1.9796 0.4110 -2.3703 1.126 0.335 0.952 -0.351
C 3.1608 2.4774 0.4834 -2.457 -0.593 1.422 -0.099
C 4.4918 2.8247 1.1596 -0.226 -0.068 -1.557 -0.646
H 4.7012 2.3727 2.1292 -0.392 0.072 -0.059 0.216
H 5.2976 2.5732 0.4701 0.238 -0.225 0.122 0.206
H 4.5034 3.9145 1.1770 0.087 0.108 0.504 0.205
H 2.2862 2.8310 1.0295 0.421 0.896 0.968 0.188
H 2.9154 3.0318 -0.4224 1.063 -0.302 -0.793 0.167
H 4.2886 0.1028 0.1972 1.001 -0.320 -1.180 0.136
C -2.4792 -3.7408 -0.3075 3.472 -0.592 1.792 0.298
O -1.8860 -4.4377 -1.4851 -1.565 0.996 -0.058 -0.574
O -1.3847 -3.3586 0.5255 -2.997 0.565 -1.857 -0.942
C -3.5351 -2.5481 -0.6778 1.545 -0.507 -0.580 0.926
F -4.2644 -2.1325 0.3430 0.152 0.080 1.226 -0.329
F -2.8470 -1.4346 -1.1265 -0.767 -1.113 -0.012 -0.352
F -4.4994 -2.8798 -1.5909 0.964 -0.088 -0.406 -0.356
C -2.5639 -5.5330 -2.1342 2.744 -0.333 -0.524 -0.062
C -1.6359 -5.7442 -3.4326 -1.985 1.836 0.446 -0.633
H -1.5841 -4.7287 -3.8251 0.246 0.187 -0.104 0.215
H -0.5995 -6.0136 -3.2287 -0.401 -0.491 0.224 0.219
H -2.1503 -6.2615 -4.2425 0.277 -0.735 0.233 0.190
H -3.6355 -5.4308 -2.3051 0.084 0.469 -0.371 0.168
H -2.4121 -6.4559 -1.5744 -0.264 -0.059 0.633 0.149
H -2.9005 -4.5628 0.2712 -1.530 0.103 -0.251 0.131
C 0.1610 0.5910 3.7339 1.456 0.412 0.810 -0.266
O -0.5079 1.0206 2.5704 -0.613 0.253 0.582 -0.747
H 0.1452 -0.4893 3.8776 -0.595 0.036 -0.331 0.199
H 1.2219 0.8246 3.6439 0.217 0.108 -0.143 0.178
H -0.1443 1.0767 4.6607 -0.530 -0.026 -0.091 0.170
H -0.8717 1.9049 2.6558 0.114 -0.047 0.383 0.487
C -1.4053 -2.6288 3.6998 0.177 1.009 -1.272 -0.245
O -2.3987 -3.5107 3.3429 -1.323 -1.690 1.279 -0.763
H -0.5093 -2.8554 3.1219 0.395 0.183 0.176 0.182
H -1.7988 -1.6666 3.3721 0.586 0.767 0.197 0.148
H -1.1816 -2.5691 4.7650 -0.255 -0.463 0.108 0.154
H -2.3386 -3.7069 2.4051 0.596 0.278 -0.763 0.509
C -0.8181 1.8647 -2.4683 -0.154 0.833 -1.805 -0.612
C -0.2292 2.4148 -1.2098 -2.034 0.249 1.258 -0.104
C -0.4317 3.9452 -1.1542 1.875 0.310 0.105 -0.062
O 0.1052 4.5302 0.0526 0.013 0.543 0.445 -0.576
C 0.9354 5.7150 -0.0820 -0.693 -1.065 -0.652 -0.245
N -1.1387 1.8062 -0.2172 0.503 0.107 0.650 -0.832
H -1.8683 2.1417 -2.5611 -0.470 -0.205 0.725 0.192
H -0.7691 0.7815 -2.5795 0.370 0.217 -0.020 0.249
H -0.5011 2.4266 -3.3469 0.936 -0.522 -0.354 0.200
H 0.7765 2.0823 -0.9527 0.092 0.212 -0.357 0.242
H -1.4903 4.2001 -1.2046 -0.115 -0.077 -0.231 0.168
H 0.1231 4.3715 -1.9900 -0.182 0.273 -0.344 0.165
H 1.7915 5.4152 -0.6864 0.395 0.305 0.212 0.174
H 1.2022 6.1256 0.8919 0.140 -0.688 0.136 0.192
H 0.4537 6.5569 -0.5792 -0.472 -0.145 -0.348 0.162
H -0.8547 2.0874 0.7104 0.020 -0.012 0.073 0.353
H -2.0580 2.1907 -0.3821 -0.277 -0.103 0.061 0.348
```
Positions in Å, forces in eV/Å.

Results
- HOMO-LUMO gap: 0.259 hartree
- Total charge: -1
- Total energy: -1789.70192 Ha



(4)
A 3-piece molecular cluster, C22H52BN3O17P2S overall. Source: OMol25; level of theory: ωB97M-V/def2-TZVPD.

Geometry as XYZ:
```
98
Properties=species:S:1:pos:R:3:forces:R:3:mulliken_charge:R:1
C 4.9514 -0.5021 3.3411 -0.048 0.596 0.575 -1.011
C 4.5765 0.0601 1.8480 -1.152 -0.254 0.480 0.467
O 5.4451 1.1924 1.4683 -2.270 0.349 0.997 -0.585
C 4.5815 -1.0628 0.6556 0.114 1.320 -0.726 0.088
N 5.3406 -2.3393 0.9833 -0.809 -0.570 -2.173 -0.449
C 4.4336 -3.5729 0.7843 0.768 0.164 0.344 -0.396
C 3.6057 -3.7693 2.1731 2.523 1.466 0.737 0.065
O 2.4965 -4.6979 2.1855 -0.614 1.185 -2.708 -0.375
C 1.7593 -4.8582 0.9515 -1.455 -2.152 -0.341 0.212
O 1.1128 -6.1987 1.1792 -2.162 1.294 0.571 -0.448
S -0.5280 -6.0852 1.6305 -3.781 -4.144 2.837 1.144
O -1.3259 -7.3317 1.1757 3.591 4.861 -0.197 -0.586
O -0.9035 -5.9738 3.1287 2.648 1.379 -5.080 -0.587
O -0.8420 -4.6606 0.7355 2.346 -1.892 1.674 -0.237
C 0.4652 -3.9440 0.5599 0.234 1.049 -1.785 1.108
C 0.3946 -3.6490 -1.0852 -1.874 0.266 0.109 -0.777
O 1.6390 -3.0744 -1.6234 -0.707 -1.769 2.694 -0.227
N 1.5598 -2.9514 -2.9709 -1.101 5.639 -1.138 0.149
O 1.4229 -1.7334 -3.1726 0.758 -4.478 -0.533 -0.238
B 0.2291 -2.4516 1.1745 -0.867 2.382 1.739 -0.466
O 1.2372 -1.4955 1.6638 -1.101 -2.435 0.542 -0.123
N -1.2337 -1.9431 1.2019 2.197 1.813 0.899 0.301
C -1.8854 -2.2120 2.5398 -1.679 -1.621 -0.253 -0.795
C -1.2073 -0.4110 1.0178 -0.607 0.891 -0.101 -0.943
H 3.9801 -0.8988 3.8964 2.011 0.654 -1.253 0.227
H 5.7895 -1.3171 3.3746 -1.715 1.539 -0.322 0.215
H 5.3278 0.4170 3.9852 -0.789 -1.819 -1.398 0.338
H 3.4561 0.4664 1.9196 2.336 -0.838 -0.196 0.029
H 4.9042 2.0146 1.7224 1.370 -1.706 -0.608 0.381
H 5.1130 -0.5570 -0.2831 -1.168 -0.859 2.094 0.362
H 3.4648 -1.2400 0.3307 2.128 0.051 0.767 -0.320
H 6.0336 -2.4378 0.1810 -1.010 0.171 1.658 0.323
H 5.1750 -4.4905 0.6416 -1.855 1.809 0.051 0.219
H 3.7980 -3.3338 -0.1678 0.790 -0.979 1.775 0.211
H 4.4000 -4.1860 2.9648 -1.893 0.749 -1.785 0.295
H 3.3623 -2.6735 2.5812 -0.035 -2.495 -1.066 -0.237
H 2.2864 -5.0746 -0.0781 -0.119 0.780 2.493 0.416
H -0.0122 -4.5767 -1.6899 1.199 1.571 1.293 0.469
H -0.4401 -2.8057 -1.2013 1.646 -1.782 0.195 0.032
H 1.1862 -1.4079 2.6683 -0.102 -0.038 -2.012 0.276
H -1.8809 -1.3097 3.2836 0.432 -1.681 -1.314 0.288
H -1.4327 -3.2062 2.9739 -0.949 2.030 -0.417 0.285
H -3.0296 -2.4541 2.3077 2.321 0.532 0.727 0.193
H -0.7694 0.1415 1.9814 -0.667 -1.123 -2.168 0.214
H -0.6055 -0.1144 0.0352 -1.258 -0.610 2.240 0.266
H -2.3183 0.0147 0.9174 2.306 -1.163 0.051 0.240
C -7.4823 -1.2833 -5.6347 -0.147 0.088 -0.051 -0.966
C -6.6907 -2.5504 -5.3640 -0.132 0.060 -0.594 -0.377
O -5.6005 -2.2988 -4.4940 -0.914 -0.169 -0.103 -0.291
P -5.9499 -2.0279 -2.8999 8.843 -1.722 -3.300 1.017
O -6.0876 -3.5336 -2.5662 -3.907 2.371 1.281 -0.684
O -4.4008 -1.9521 -2.2884 -1.071 0.788 0.671 -0.371
C -4.0006 -2.8139 -1.2309 0.323 -0.337 0.304 -0.118
C -3.2828 -4.0307 -1.7833 0.098 -0.281 -0.163 -0.746
O -5.7960 -0.3456 -3.2728 -3.291 -0.858 1.461 -0.438
C -4.5497 0.3199 -3.4655 0.936 0.461 0.324 -0.082
C -3.6817 -0.2167 -4.5935 -0.012 -0.533 -0.079 -0.883
H -7.9858 -0.9382 -4.7270 -0.037 0.041 -0.054 0.302
H -8.2440 -1.4589 -6.4001 0.061 -0.019 0.087 0.395
H -6.8251 -0.4748 -5.9686 -0.083 -0.149 0.030 0.191
H -7.3332 -3.3306 -4.9472 0.023 -0.076 -0.029 0.301
H -6.2751 -2.9263 -6.3053 0.071 -0.008 0.226 0.299
H -4.8547 -3.0892 -0.6025 0.145 -0.090 -0.254 0.343
H -3.3133 -2.2509 -0.5881 -0.044 0.068 -0.161 0.050
H -3.8267 -4.4995 -2.6116 -0.103 0.139 0.269 0.435
H -3.1328 -4.7829 -1.0033 0.038 0.092 -0.050 0.280
H -2.3040 -3.7468 -2.1841 -0.095 0.022 0.075 0.002
H -3.9975 0.3577 -2.5204 -0.045 -0.161 -0.185 0.174
H -4.8006 1.3601 -3.7050 -0.403 -0.205 0.046 0.375
H -3.2998 -1.2226 -4.3851 -0.158 0.232 0.009 0.173
H -2.8113 0.4293 -4.7443 -0.179 0.146 0.127 0.401
H -4.2434 -0.2678 -5.5315 0.095 0.086 0.137 0.204
C -0.4709 4.4272 -0.0276 -0.149 -0.091 -0.011 -0.971
C 1.0062 4.6265 -0.3174 -0.338 -0.007 -0.531 -0.334
O 1.5741 5.5919 0.5509 -0.249 -0.939 -0.094 -0.272
P 1.8158 5.1461 2.1255 3.641 8.106 -3.934 1.111
O 3.1360 4.3969 1.8201 -2.943 -2.987 2.225 -0.632
O 2.6179 6.5006 2.6743 -0.800 -0.855 0.971 -0.383
C 3.8997 6.3838 3.2781 0.553 0.100 0.082 -0.330
C 4.9907 6.6540 2.2592 0.190 0.107 -0.299 -1.108
O 0.3407 5.9832 2.4668 -0.052 -3.672 1.037 -0.446
C 0.2232 7.4029 2.5296 0.136 1.090 0.488 -0.229
C 0.5913 8.1532 1.2587 0.409 -0.223 -0.293 -0.876
H -0.6157 3.9682 0.9547 -0.071 -0.012 -0.017 0.275
H -0.9280 3.7755 -0.7780 0.072 0.034 0.062 0.407
H -1.0011 5.3842 -0.0200 0.101 -0.141 -0.028 0.208
H 1.5505 3.6817 -0.2382 0.067 -0.014 -0.065 0.258
H 1.1279 4.9982 -1.3407 0.123 0.025 0.206 0.305
H 4.0199 5.4082 3.7617 0.014 0.148 -0.245 0.318
H 3.9584 7.1334 4.0763 -0.197 -0.030 -0.142 0.320
H 4.8414 6.0982 1.3263 -0.046 -0.089 0.312 0.290
H 5.9736 6.3908 2.6609 -0.088 0.063 -0.012 0.361
H 5.0011 7.7138 1.9837 0.011 -0.097 0.118 0.313
H 0.7778 7.7847 3.3933 0.027 -0.081 -0.246 0.263
H -0.8333 7.6059 2.7414 0.029 -0.466 -0.027 0.361
H 1.6609 8.0874 1.0290 -0.256 -0.047 0.108 0.198
H 0.3527 9.2163 1.3616 -0.142 -0.139 0.185 0.400
H 0.0465 7.7566 0.3962 0.015 0.101 0.156 0.194
```
Positions in Å, forces in eV/Å.

Results
- Energy relative to the best compared isomer or geometry (same formula, charge and spin): 15.7047 eV
- HOMO-LUMO gap: 0.260 hartree
- Total energy: -3418.05489 Ha



(5)
The molecule C5H6O2. Source: OMol25; level of theory: ωB97M-V/def2-TZVPD.

Geometry as XYZ:
```
13
Properties=species:S:1:pos:R:3:forces:R:3:nbo_charge:R:1
C 0.4734 0.5087 1.2075 -0.035 0.123 -0.030 -0.098
O 1.1703 -0.7498 1.2823 0.033 0.046 0.038 -0.483
C 1.3094 -1.1831 0.0061 0.171 0.083 -0.204 0.179
C -2.2771 0.5259 -1.0536 0.221 -0.507 0.590 0.079
O -1.4729 0.1228 -0.1090 -0.582 0.163 -0.741 -0.480
C -0.0954 0.5905 -0.2016 0.172 0.078 0.025 0.020
C 0.7036 -0.4492 -0.9271 0.152 -0.103 0.147 -0.368
H 1.1840 1.3221 1.3822 -0.009 -0.164 0.073 0.196
H -0.3167 0.5089 1.9652 0.216 0.077 -0.154 0.214
H 1.9168 -2.0706 -0.0990 -0.043 0.011 -0.016 0.206
H -3.1767 -0.0815 -0.8035 -0.201 0.284 -0.150 0.073
H -0.1154 1.5856 -0.6536 -0.035 -0.157 0.138 0.222
H 0.6968 -0.6303 -1.9958 -0.060 0.066 0.283 0.240
```
Positions in Å, forces in eV/Å.

Results
- Energy relative to the best compared isomer or geometry (same formula, charge and spin): 3.9314 eV
- HOMO-LUMO gap: 0.350 hartree
- Total energy: -344.45743 Ha



(6)
The molecule C4H10N2O2. Source: OMol25; level of theory: ωB97M-V/def2-TZVPD.

Geometry as XYZ:
```
18
Properties=species:S:1:pos:R:3:forces:R:3:nbo_charge:R:1
H -3.0873 2.0619 -0.0244 0.413 -0.157 -0.542 0.331
N -2.1763 1.5841 0.1097 0.530 -0.695 0.705 -0.393
N -2.0874 0.6045 -0.6235 -0.026 -1.395 -0.033 -0.101
C -0.8099 -0.4019 -0.3735 -3.013 2.558 -0.016 -0.113
C -1.1888 -1.3414 0.7556 -0.038 0.281 -0.136 -0.630
C 0.3366 0.5018 -0.0981 2.547 -2.772 -0.721 0.367
O 0.4201 1.1033 1.1291 0.217 -0.140 0.383 -0.719
O 1.4030 -0.6503 -0.1971 -1.017 2.317 0.381 -0.575
C 2.6613 -0.2117 -0.6423 0.339 0.666 -0.298 -0.247
H -0.7333 -0.8944 -1.3424 0.216 0.147 0.213 0.228
H -2.0052 -1.9905 0.4497 -0.104 0.005 0.004 0.220
H -0.3367 -1.9554 1.0351 0.066 0.035 -0.051 0.248
H -1.5002 -0.7564 1.6221 -0.006 -0.135 0.044 0.210
H 0.5039 1.2410 -0.8995 0.205 -0.434 0.038 0.157
H -0.4638 1.3655 1.4244 -0.038 0.043 -0.256 0.500
H 2.9067 0.7830 -0.2459 0.048 -0.189 0.084 0.171
H 2.7095 -0.1374 -1.7375 -0.127 -0.035 0.009 0.156
H 3.4477 -0.9057 -0.3417 -0.212 -0.099 0.192 0.188
```
Positions in Å, forces in eV/Å.

Results
- Energy relative to the best compared isomer or geometry (same formula, charge and spin): 4.2679 eV
- HOMO-LUMO gap: 0.356 hartree
- Total energy: -418.30412 Ha